[1]
C33H52Cl6CrN7OPSSbSi | ωB97M-V/def2-TZVPD

Values from the calculation:
- Total energy: -6822.1147 hartree
- <S²>: 6.440
- Max |F|: 1.6 eV/Å
- Orbital gap (alpha / beta): 0.251 / 0.249 hartree
- Energy relative to the best compared isomer or geometry (same formula, charge and spin): 1.575 eV
- HOMO level (alpha / beta): -9.92 / -9.66 eV

The geometry in ORCA input format:
```
! RIJCOSX wB97M-V def2-TZVPD def2/J DEFGRID3
* xyz 1 5
Cr 0.58 1.22 0.00
N -0.82 1.60 3.94
C -1.07 2.87 3.44
C -1.81 3.94 3.92
C -1.75 5.11 3.18
C -0.96 5.20 2.02
C -0.25 4.11 1.54
C -0.34 2.92 2.26
N 0.30 1.68 2.04
C 0.02 0.96 3.10
C 0.66 -0.30 3.49
C 0.49 -0.90 4.70
S 1.58 -2.20 4.85
C 2.19 -1.84 3.30
N 1.63 -0.84 2.68
H -1.13 1.25 4.83
H -2.39 3.88 4.84
H -2.30 5.98 3.52
H -0.90 6.15 1.50
H 0.39 4.19 0.67
H -0.19 -0.65 5.50
H 2.99 -2.43 2.87
Cl 2.55 2.29 0.03
Si 1.84 -0.01 -1.71
Cl 1.35 -1.84 -2.65
Cl 3.02 1.02 -3.05
Cl -0.02 2.90 -4.78
C -0.74 1.36 -4.29
Cl 0.04 0.03 -5.13
Cl -2.47 1.33 -4.70
C -0.58 1.33 -2.79
N 0.25 1.02 -1.97
O -1.45 0.81 0.23
P -2.87 0.79 -0.28
N -2.96 -0.41 -1.39
C -1.98 -1.53 -1.36
C -2.51 -2.47 -2.43
C -4.02 -2.35 -2.26
C -4.22 -0.85 -2.04
N -3.98 0.41 0.86
C -4.40 1.43 1.86
C -4.48 0.63 3.16
C -4.89 -0.77 2.68
C -4.05 -0.95 1.42
N -3.37 2.23 -0.82
C -4.70 2.43 -1.45
C -4.72 3.92 -1.81
C -3.24 4.32 -1.89
C -2.61 3.50 -0.78
H -1.97 -2.03 -0.38
H -0.97 -1.18 -1.56
H -2.13 -3.49 -2.31
H -2.21 -2.11 -3.42
H -4.34 -2.92 -1.38
H -4.59 -2.71 -3.12
H -5.09 -0.62 -1.41
H -4.35 -0.34 -2.99
H -5.38 1.83 1.60
H -3.70 2.26 1.92
H -5.19 1.07 3.86
H -3.50 0.59 3.63
H -5.95 -0.77 2.43
H -4.71 -1.55 3.42
H -4.50 -1.65 0.71
H -3.05 -1.32 1.68
H -5.51 2.18 -0.75
H -4.81 1.81 -2.33
H -5.22 4.50 -1.03
H -5.25 4.10 -2.75
H -3.08 5.39 -1.73
H -2.81 4.05 -2.85
H -2.75 3.99 0.18
H -1.55 3.32 -0.92
C 6.61 -2.48 0.57
C 5.72 -1.24 0.54
C 5.31 -0.78 1.94
Sb 4.02 -1.57 -0.74
C 3.36 -3.54 -0.06
C 3.84 -4.71 -0.92
C 1.83 -3.62 0.11
C 5.06 -1.72 -2.65
C 5.59 -3.09 -3.10
C 6.18 -0.68 -2.64
H 7.50 -2.29 1.19
H 6.97 -2.76 -0.42
H 6.10 -3.34 1.01
H 6.24 -0.42 0.04
H 5.01 -1.64 2.56
H 4.49 -0.06 1.93
H 6.16 -0.31 2.45
H 3.86 -3.60 0.90
H 3.41 -4.66 -1.93
H 3.49 -5.65 -0.48
H 4.92 -4.76 -1.01
H 1.36 -3.93 -0.82
H 1.37 -2.68 0.41
H 1.59 -4.38 0.87
H 4.29 -1.40 -3.35
H 6.31 -3.51 -2.41
H 6.10 -2.97 -4.06
H 4.79 -3.81 -3.25
H 7.02 -1.00 -2.02
H 5.84 0.30 -2.28
H 6.55 -0.54 -3.66
*
```

Results of the Löwdin charge analysis, in e, for atoms 1 through 99:
1 Cr 0.29
2 N 0.19
3 C -0.18
4 C -0.01
5 C -0.07
6 C -0.07
7 C -0.03
8 C -0.21
9 N 0.05
10 C -0.24
11 C -0.31
12 C -0.35
13 S 1.08
14 C -0.46
15 N 0.07
16 H 0.16
17 H 0.12
18 H 0.11
19 H 0.11
20 H 0.09
21 H 0.08
22 H 0.06
23 Cl 0.07
24 Si -0.40
25 Cl 0.30
26 Cl 0.32
27 Cl 0.64
28 C -1.60
29 Cl 0.60
30 Cl 0.61
31 C -0.29
32 N -0.21
33 O -0.33
34 P 0.55
35 N -0.16
36 C -0.20
37 C -0.16
38 C -0.16
39 C -0.19
40 N -0.18
41 C -0.17
42 C -0.17
43 C -0.16
44 C -0.18
45 N -0.17
46 C -0.17
47 C -0.15
48 C -0.15
49 C -0.18
50 H 0.11
51 H 0.03
52 H 0.12
53 H 0.11
54 H 0.11
55 H 0.12
56 H 0.11
57 H 0.08
58 H 0.11
59 H 0.10
60 H 0.12
61 H 0.09
62 H 0.12
63 H 0.11
64 H 0.11
65 H 0.11
66 H 0.11
67 H 0.09
68 H 0.11
69 H 0.11
70 H 0.12
71 H 0.10
72 H 0.10
73 H 0.09
74 C -0.13
75 C -0.55
76 C -0.14
77 Sb 1.50
78 C -0.54
79 C -0.14
80 C -0.19
81 C -0.56
82 C -0.13
83 C -0.17
84 H 0.09
85 H 0.06
86 H 0.07
87 H 0.07
88 H 0.06
89 H 0.06
90 H 0.08
91 H 0.06
92 H 0.07
93 H 0.09
94 H 0.06
95 H 0.04
96 H 0.03
97 H 0.08
98 H 0.02
99 H 0.06


[2]
C3H10N2O2 | ωB97M-V/def2-TZVPD

Values from the calculation:
- Total energy: -380.1721 hartree
- SMILES string: CN(C)N(O)CO
- Max |F|: 2.7 eV/Å
- Orbital gap: 0.357 hartree
- Energy relative to the best compared isomer or geometry (same formula, charge and spin): 4.479 eV
- HOMO level: -8.89 eV

The geometry in ORCA input format:
```
! RIJCOSX wB97M-V def2-TZVPD def2/J DEFGRID3
* xyz 0 1
C -0.74 0.57 1.45
N -0.58 -0.28 0.28
C -0.89 -1.67 0.54
N 0.68 -0.17 -0.56
O 1.87 -0.04 0.17
C 0.47 0.94 -1.44
O 1.11 0.77 -2.66
H -1.58 0.26 2.07
H 0.13 0.56 2.13
H -0.94 1.59 1.14
H -0.22 -2.10 1.29
H -0.80 -2.21 -0.39
H -1.92 -1.75 0.89
H 1.98 0.88 0.47
H 0.78 1.92 -1.04
H -0.66 0.91 -1.52
H 1.31 -0.16 -2.82
*
```

For reference, the natural (NBO) charges in units of e are:
1 C -0.45
2 N -0.32
3 C -0.41
4 N -0.03
5 O -0.57
6 C 0.07
7 O -0.72
8 H 0.22
9 H 0.18
10 H 0.20
11 H 0.17
12 H 0.21
13 H 0.20
14 H 0.44
15 H 0.14
16 H 0.19
17 H 0.48


[3]
C20H26N4O2 | ωB97M-V/def2-TZVPD

Values from the calculation:
- Total energy: -1146.4617 hartree
- Max |F|: 18.0 eV/Å
- Orbital gap: 0.295 hartree
- Energy relative to the best compared isomer or geometry (same formula, charge and spin): 22.919 eV
- HOMO level: -7.70 eV

The geometry in ORCA input format:
```
! RIJCOSX wB97M-V def2-TZVPD def2/J DEFGRID3
* xyz 0 1
C 5.63 2.81 1.02
H 6.37 3.68 0.95
O 6.35 2.00 0.01
C 5.64 0.68 -0.21
C 4.42 0.12 0.25
C 3.79 -1.03 0.15
C 4.41 -1.91 -0.63
C 5.67 -1.35 -1.50
C 6.18 -0.12 -1.17
H 7.20 0.14 -1.53
H 6.15 -1.83 -2.05
H 3.98 -2.65 -1.14
C 2.58 -1.54 0.64
N 1.62 -0.18 0.80
C 0.46 -0.59 1.52
C -0.81 0.24 1.42
H -0.43 1.16 1.32
H -1.56 0.09 2.12
C -1.18 -0.05 -0.15
N -2.23 -1.22 0.17
C -3.59 -1.28 -0.16
C -4.08 -2.48 0.29
C -2.79 -3.17 0.45
N -1.80 -2.43 0.52
H -2.66 -4.15 0.37
H -4.88 -2.93 0.09
N -4.30 -0.34 -0.41
C -4.34 1.15 0.31
O -3.75 1.14 1.42
C -5.33 1.96 -0.06
C -6.70 1.73 -0.73
C -5.71 2.17 -1.71
H -5.16 1.59 -2.29
H -5.82 3.08 -1.96
H -7.00 0.51 -0.76
H -7.51 2.44 -0.37
H -5.29 2.90 0.32
H -5.05 -0.31 -0.80
C -0.14 -0.51 -0.99
C 1.05 0.26 -0.47
H 1.10 1.14 -0.41
H 1.83 -0.02 -1.03
H -0.09 -1.68 -0.91
H -0.40 -0.45 -2.02
H -1.96 0.73 -0.59
H 0.95 -0.42 2.67
H 0.27 -1.74 1.64
H 2.90 -1.75 1.84
H 2.19 -2.17 0.17
H 3.72 0.99 1.14
H 5.53 2.44 1.89
H 4.60 3.14 0.54
*
```

For reference, the natural (NBO) charges in units of e are:
1 C -0.23
2 H 0.20
3 O -0.51
4 C 0.29
5 C -0.19
6 C -0.15
7 C -0.17
8 C -0.12
9 C -0.27
10 H 0.22
11 H 0.14
12 H 0.19
13 C -0.14
14 N -0.42
15 C -0.25
16 C -0.40
17 H 0.19
18 H 0.25
19 C 0.01
20 N -0.21
21 C 0.32
22 C -0.41
23 C 0.00
24 N -0.30
25 H 0.18
26 H 0.19
27 N -0.61
28 C 0.66
29 O -0.54
30 C -0.37
31 C -0.36
32 C -0.32
33 H 0.22
34 H 0.20
35 H 0.22
36 H 0.25
37 H 0.24
38 H 0.35
39 C -0.50
40 C -0.24
41 H 0.18
42 H 0.20
43 H 0.25
44 H 0.23
45 H 0.21
46 H 0.17
47 H 0.22
48 H 0.22
49 H 0.15
50 H 0.19
51 H 0.16
52 H 0.18


[4]
C4H12 | ωB97M-V/def2-TZVPD

Values from the calculation:
- Total energy: -159.1575 hartree
- <S²>: 0.752
- Max |F|: 0.8 eV/Å
- Orbital gap (alpha / beta): 0.418 / 0.143 hartree
- Energy relative to the best compared isomer or geometry (same formula, charge and spin): 0.336 eV
- HOMO level (alpha / beta): -14.98 / -14.98 eV

The geometry in ORCA input format:
```
! RIJCOSX wB97M-V def2-TZVPD def2/J DEFGRID3
* xyz 1 2
C -0.32 0.13 2.37
C 0.59 -0.95 1.92
H 0.47 0.91 2.68
H -0.85 0.74 1.63
H -0.98 -0.14 3.19
H -0.11 -1.83 1.98
H 1.46 -1.34 2.48
H 0.99 -0.64 0.94
C 0.37 0.91 -1.88
C -0.67 -0.09 -2.42
H 1.18 0.38 -1.39
H 0.82 1.46 -2.71
H -0.09 1.67 -1.25
H -1.63 0.39 -2.60
H -0.85 -0.94 -1.75
H -0.32 -0.50 -3.37
*
```

For reference, the natural (NBO) charges in units of e are:
1 C -0.51
2 C -0.53
3 H 0.41
4 H 0.32
5 H 0.27
6 H 0.38
7 H 0.35
8 H 0.30
9 C -0.62
10 C -0.61
11 H 0.18
12 H 0.23
13 H 0.19
14 H 0.22
15 H 0.18
16 H 0.22


[5]
C44H96BN4O18 | ωB97M-V/def2-TZVPD

Values from the calculation:
- Total energy: -3332.4475 hartree
- Max |F|: 1.8 eV/Å
- Orbital gap: 0.309 hartree
- Energy relative to the best compared isomer or geometry (same formula, charge and spin): 0.000 eV
- HOMO level: -6.25 eV

The geometry in ORCA input format:
```
! RIJCOSX wB97M-V def2-TZVPD def2/J DEFGRID3
* xyz -1 1
O -0.13 -3.50 -1.95
C 0.30 -2.39 -2.04
O -0.09 -1.35 -1.31
B 0.45 -0.13 -1.89
O 1.51 -0.58 -2.83
C 1.35 -1.87 -3.06
O 1.93 -2.53 -3.86
O 1.05 0.77 -0.88
C 0.57 1.99 -1.04
O 0.85 2.96 -0.41
C -0.59 1.89 -2.06
O -0.62 0.66 -2.54
O -1.33 2.79 -2.32
C -4.56 2.99 -2.64
O -4.90 3.32 -3.98
H -3.95 2.09 -2.56
H -3.98 3.82 -2.25
H -5.44 2.76 -2.02
H -4.89 2.52 -4.51
C 4.14 -2.93 -6.58
O 5.28 -3.35 -5.82
H 4.45 -2.52 -7.55
H 3.46 -3.76 -6.72
H 3.57 -2.16 -6.05
H 5.99 -2.74 -6.02
C 2.39 2.47 -4.40
O 1.70 2.92 -5.56
H 1.75 2.51 -3.51
H 2.65 1.41 -4.49
H 3.31 3.03 -4.21
H 1.86 3.86 -5.64
C -0.13 -1.09 -6.11
O -0.59 -0.38 -7.26
H 0.96 -1.06 -6.10
H -0.50 -0.62 -5.20
H -0.41 -2.14 -6.16
H -1.35 0.14 -6.98
C -3.29 -2.72 -0.16
C -4.28 -3.84 -0.47
C -5.67 -3.21 -0.63
C -6.64 -4.20 -1.27
C -6.15 -4.63 -2.63
C -4.75 -5.28 -2.55
N -3.88 -4.36 -1.80
O -2.60 -4.98 -1.66
C -4.77 -6.74 -2.12
C -4.22 -5.25 -3.99
C -4.27 -4.84 0.67
H -2.29 -3.13 -0.03
H -3.57 -2.17 0.74
H -3.26 -2.04 -1.01
H -6.10 -2.95 0.34
H -5.55 -2.29 -1.21
H -7.65 -3.79 -1.36
H -6.70 -5.07 -0.62
H -6.11 -3.81 -3.35
H -6.84 -5.38 -3.04
H -3.73 -7.07 -2.13
H -5.23 -6.91 -1.14
H -5.29 -7.32 -2.88
H -3.21 -5.65 -4.16
H -4.90 -5.73 -4.70
H -4.08 -4.22 -4.35
H -4.59 -4.38 1.61
H -3.25 -5.18 0.87
H -4.85 -5.75 0.52
H -2.03 -4.32 -2.09
C -5.01 2.67 1.57
C -4.19 2.03 2.69
C -3.37 0.86 2.11
C -2.17 1.32 1.30
C -1.33 2.24 2.15
C -2.07 3.48 2.71
N -3.25 2.93 3.37
O -4.02 4.04 3.89
C -1.15 4.11 3.74
C -2.29 4.44 1.53
C -5.16 1.48 3.74
H -5.79 1.95 1.30
H -4.48 2.81 0.63
H -5.47 3.61 1.89
H -3.08 0.18 2.92
H -4.07 0.31 1.48
H -2.53 1.72 0.35
H -1.56 0.45 1.02
H -0.39 2.53 1.70
H -1.00 1.67 3.03
H -0.35 4.61 3.19
H -1.68 4.90 4.27
H -0.72 3.37 4.42
H -2.67 5.41 1.87
H -1.33 4.57 1.03
H -2.95 4.02 0.78
H -5.89 2.24 3.99
H -4.62 1.15 4.63
H -5.68 0.60 3.36
H -3.91 3.94 4.84
C 3.96 2.53 1.30
C 3.58 3.46 2.48
C 4.58 3.40 3.63
C 5.85 4.15 3.31
C 5.54 5.60 2.91
C 4.55 5.71 1.74
N 3.44 4.85 2.03
O 2.34 5.06 1.18
C 4.05 7.15 1.68
C 5.31 5.41 0.43
C 2.21 2.96 2.96
H 4.28 1.58 1.74
H 4.78 2.97 0.74
H 3.14 2.32 0.62
H 4.11 3.79 4.53
H 4.76 2.33 3.73
H 6.48 3.66 2.56
H 6.52 4.19 4.17
H 6.48 6.07 2.61
H 5.11 6.12 3.76
H 4.81 7.90 1.90
H 3.58 7.43 0.74
H 3.25 7.28 2.42
H 4.67 5.03 -0.37
H 5.83 6.28 0.02
H 6.06 4.62 0.55
H 1.58 2.82 2.09
H 1.70 3.68 3.60
H 2.34 2.01 3.48
H 2.41 4.40 0.48
C 2.93 -4.81 2.45
C 3.49 -3.54 3.13
C 4.45 -2.85 2.17
C 3.78 -1.99 1.11
C 2.65 -1.11 1.66
C 1.70 -1.78 2.65
N 2.47 -2.63 3.57
O 1.69 -3.14 4.62
C 1.01 -0.72 3.48
C 0.58 -2.57 1.94
C 4.34 -4.00 4.32
H 2.23 -5.33 3.10
H 3.73 -5.47 2.12
H 2.38 -4.54 1.54
H 5.07 -2.14 2.75
H 5.14 -3.58 1.74
H 3.35 -2.68 0.36
H 4.45 -1.37 0.53
H 2.11 -0.80 0.77
H 3.17 -0.28 2.15
H 0.19 -1.10 4.08
H 1.70 -0.15 4.11
H 0.50 0.01 2.83
H 0.17 -3.38 2.56
H -0.30 -1.95 1.72
H 0.82 -2.99 0.96
H 3.74 -4.45 5.11
H 4.75 -3.10 4.80
H 5.14 -4.67 4.01
H 1.13 -3.84 4.24
O 4.49 -4.09 -3.15
H 3.59 -3.77 -3.05
H 4.63 -4.07 -4.11
O -1.24 1.92 -5.43
H -0.38 2.23 -5.75
H -1.07 1.78 -4.49
*
```

Results of the Löwdin charge analysis, in e, for atoms 1 through 99:
1 O 0.15
2 C -0.36
3 O 0.23
4 B -0.91
5 O 0.22
6 C -0.37
7 O 0.14
8 O 0.23
9 C -0.39
10 O 0.14
11 C -0.41
12 O 0.22
13 O 0.16
14 C -0.17
15 O -0.12
16 H 0.07
17 H 0.07
18 H 0.07
19 H 0.07
20 C -0.13
21 O -0.13
22 H 0.08
23 H 0.08
24 H 0.07
25 H 0.08
26 C -0.12
27 O -0.11
28 H 0.07
29 H 0.08
30 H 0.08
31 H 0.08
32 C -0.15
33 O -0.13
34 H 0.07
35 H 0.06
36 H 0.08
37 H 0.05
38 C -0.03
39 C -0.53
40 C -0.14
41 C -0.18
42 C -0.14
43 C -0.53
44 N -0.07
45 O -0.03
46 C -0.03
47 C -0.06
48 C -0.03
49 H 0.07
50 H 0.08
51 H 0.09
52 H 0.12
53 H 0.12
54 H 0.11
55 H 0.10
56 H 0.12
57 H 0.12
58 H 0.08
59 H 0.06
60 H 0.08
61 H 0.08
62 H 0.08
63 H 0.09
64 H 0.09
65 H 0.09
66 H 0.06
67 H 0.07
68 C -0.03
69 C -0.53
70 C -0.13
71 C -0.16
72 C -0.14
73 C -0.51
74 N -0.07
75 O -0.04
76 C -0.03
77 C 0.00
78 C -0.04
79 H 0.09
80 H 0.05
81 H 0.09
82 H 0.12
83 H 0.11
84 H 0.11
85 H 0.11
86 H 0.09
87 H 0.11
88 H 0.08
89 H 0.08
90 H 0.08
91 H 0.09
92 H 0.09
93 H 0.06
94 H 0.08
95 H 0.09
96 H 0.08
97 H 0.10
98 C 0.00
99 C -0.50


What is the formula in the first record?
C33H52Cl6CrN7OPSSbSi